[1]
ORCA calculation (ωB97M-V/def2-TZVPD) on a cluster of 11 separate species, C32H91N5O17 in total.

Geometry as XYZ:
```
145
Properties=species:S:1:pos:R:3
C 2.055 -0.169 3.646
O 2.025 -0.497 5.040
C 3.184 -0.999 5.584
C 2.867 -1.598 6.933
C 2.294 -0.534 7.862
N 4.008 -2.288 7.568
H 2.710 0.684 3.449
H 1.037 0.144 3.411
H 2.332 -1.016 3.018
H 3.753 -1.719 4.980
H 3.922 -0.190 5.717
H 2.149 -2.385 6.676
H 2.324 -0.976 8.857
H 1.299 -0.218 7.552
H 2.888 0.377 7.763
H 4.434 -1.626 8.204
H 4.595 -2.489 6.765
C -1.744 2.202 -3.929
O -2.418 1.636 -5.070
C -3.639 1.061 -4.606
C -4.389 0.475 -5.829
C -5.706 -0.192 -5.503
N -3.514 -0.408 -6.608
H -1.421 3.195 -4.247
H -0.927 1.514 -3.707
H -2.303 2.368 -3.007
H -3.473 0.393 -3.757
H -4.277 1.901 -4.304
H -4.657 1.291 -6.503
H -5.771 -0.703 -4.541
H -5.941 -0.842 -6.345
H -6.459 0.595 -5.425
H -2.593 0.010 -6.670
H -3.341 -1.304 -6.165
C 4.042 0.064 -2.528
O 3.753 0.921 -1.459
C 4.530 2.125 -1.434
C 4.067 2.980 -0.229
C 5.103 4.081 0.065
N 4.102 2.179 0.981
H 3.358 -0.780 -2.620
H 5.007 -0.443 -2.415
H 4.030 0.635 -3.459
H 5.612 2.001 -1.382
H 4.214 2.766 -2.261
H 3.088 3.431 -0.420
H 6.074 3.586 0.117
H 4.990 4.534 1.051
H 5.136 4.892 -0.663
H 4.137 2.748 1.813
H 3.401 1.453 1.037
C -3.363 -3.510 5.175
O -2.069 -3.012 4.895
C -1.577 -3.377 3.590
C -0.027 -3.275 3.407
C 0.351 -3.801 2.012
N 0.739 -4.258 4.204
H -4.054 -3.659 4.341
H -3.947 -2.779 5.743
H -3.418 -4.356 5.864
H -1.931 -4.372 3.312
H -1.981 -2.630 2.897
H 0.226 -2.255 3.694
H -0.086 -4.789 1.868
H 1.398 -3.729 1.738
H -0.252 -3.205 1.314
H 0.446 -5.182 3.912
H 0.423 -4.156 5.166
C 1.034 -0.866 -5.142
O 1.823 -1.447 -6.132
C 1.330 -1.169 -7.420
C 2.294 -1.661 -8.482
C 1.911 -1.082 -9.832
N 2.276 -3.137 -8.508
H 0.797 0.181 -5.359
H 1.384 -1.020 -4.125
H 0.038 -1.323 -5.228
H 0.292 -1.475 -7.595
H 1.244 -0.079 -7.551
H 3.275 -1.340 -8.131
H 0.841 -1.144 -10.039
H 2.336 -1.740 -10.594
H 2.305 -0.083 -10.008
H 1.347 -3.501 -8.685
H 2.539 -3.495 -7.598
O -1.704 1.291 3.566
C -2.169 0.301 4.450
C -3.709 0.089 4.554
O -4.283 1.286 5.145
H -2.392 1.846 3.179
H -1.770 -0.612 3.998
H -1.761 0.344 5.461
H -3.941 -0.652 5.318
H -4.199 -0.131 3.608
H -4.015 1.317 6.066
O -1.131 4.274 0.736
C 0.026 4.715 1.462
C 0.098 6.219 1.516
O -0.953 6.775 2.256
H -1.869 4.682 1.198
H -0.013 4.286 2.468
H 0.897 4.258 0.989
H 0.128 6.572 0.482
H 1.029 6.449 2.038
H -1.739 7.003 1.758
O -0.104 -0.095 -1.934
C 0.665 0.329 -0.827
C -0.087 0.871 0.383
O -1.006 -0.094 0.899
H -0.835 -0.675 -1.670
H 1.378 -0.452 -0.542
H 1.377 1.072 -1.193
H -0.592 1.823 0.196
H 0.539 1.135 1.241
H -1.284 0.081 1.801
O 6.181 -0.179 1.989
C 6.113 -1.105 0.915
C 4.743 -1.827 0.824
O 3.721 -0.832 0.671
H 5.350 0.295 2.081
H 6.301 -0.562 -0.015
H 6.876 -1.881 0.992
H 4.475 -2.318 1.759
H 4.903 -2.635 0.104
H 3.647 -0.332 -0.158
O -5.679 -2.647 -0.992
C -4.602 -1.929 -1.574
C -3.273 -2.562 -1.109
O -2.312 -1.492 -1.007
H -5.623 -2.642 -0.034
H -4.685 -1.838 -2.658
H -4.773 -0.885 -1.294
H -2.820 -3.236 -1.834
H -3.442 -3.062 -0.155
H -1.979 -1.344 -0.111
O -6.340 2.358 0.765
C -5.304 1.350 0.803
C -3.964 2.001 0.354
O -3.554 2.932 1.367
H -6.153 2.934 1.513
H -5.357 0.882 1.785
H -5.576 0.623 0.037
H -4.134 2.463 -0.621
H -3.231 1.240 0.075
H -3.987 3.777 1.224
```

Values from the calculation:
ΔE to the lowest compared entry with this formula, charge and spin   362.6 kJ/mol
SMILES   COC[C@H](C)N.COC[C@H](C)N.COC[C@H](C)N.COC[C@H](C)N.COC[C@H](C)N.OCCO.OCCO.OCCO.OCCO.OCCO.OCCO
DFT total energy   -76909.9286 eV
Gap between HOMO and LUMO   9.08 eV
Lowest unoccupied orbital energy   0.0538 eV
Molar mass   818.10 g mol⁻¹

[2]
ORCA calculation (ωB97M-V/def2-TZVPD) on an isolated molecule of C9H8N4O.

Geometry as XYZ:
```
22
Properties=species:S:1:pos:R:3
C 0.381 -2.284 -0.820
C -0.828 -2.534 -0.371
C -1.288 -1.443 0.424
C -0.990 -1.122 1.772
C -0.216 0.053 1.743
C -0.007 0.379 0.454
N 0.625 1.568 0.204
C 1.949 1.913 0.006
N 2.037 3.207 -0.042
N 0.844 3.740 0.204
C -0.015 2.805 0.342
N -0.870 -0.310 -0.338
C -0.969 -0.178 -1.727
O -0.413 0.728 -2.328
H 0.772 -3.214 -1.216
H 1.029 -1.429 -0.821
H -1.168 -3.575 -0.564
H -1.117 -1.920 2.489
H 0.407 0.479 2.648
H 2.649 1.211 -0.166
H -1.078 2.895 0.172
H -1.735 -0.969 -2.065
```

Values from the calculation:
ΔE to the lowest compared entry with this formula, charge and spin   429.7 kJ/mol
SMILES   C=Cc1ccc(-n2cnnc2)n1C=O
DFT total energy   -17465.6906 eV
Gap between HOMO and LUMO   8.67 eV
Lowest unoccupied orbital energy   -0.1948 eV
Molar mass   188.19 g mol⁻¹

[3]
ORCA calculation (ωB97M-V/def2-TZVPD) on a cluster of 7 separate species, C37H85N5O7 in total.

Geometry as XYZ:
```
134
Properties=species:S:1:pos:R:3
C 1.401 -0.382 6.179
C -0.065 -0.711 5.896
C -0.173 -2.215 5.369
C -0.894 -0.529 7.244
C -1.096 0.962 7.637
C -1.970 1.538 6.474
C -1.167 1.564 5.208
C -2.144 2.008 4.126
C 0.074 2.579 5.284
N -0.828 0.161 4.902
O -0.181 0.034 3.621
H 1.918 -1.191 6.691
H 2.015 -0.277 5.257
H 1.546 0.451 6.921
H 0.178 -2.956 6.133
H -1.217 -2.493 5.119
H 0.470 -2.275 4.491
H -1.895 -0.903 7.105
H -0.337 -1.086 8.010
H -1.669 0.997 8.575
H -0.137 1.465 7.776
H -2.365 2.575 6.749
H -2.793 0.872 6.247
H -1.796 1.835 3.100
H -2.496 3.062 4.253
H -3.132 1.550 4.334
H 1.020 2.270 5.732
H -0.279 3.458 5.838
H 0.265 2.904 4.267
H 0.758 0.124 3.759
C 2.046 -1.683 -4.942
C 1.663 -0.222 -5.132
C 1.776 0.442 -3.778
C 2.706 0.435 -6.078
C 2.233 1.809 -6.570
C 0.827 1.763 -7.152
C -0.199 1.082 -6.276
C -0.703 2.095 -5.173
C -1.366 0.704 -7.162
N 0.336 -0.190 -5.756
O -0.551 -0.801 -5.014
H 3.096 -1.890 -4.734
H 1.438 -2.144 -4.218
H 1.783 -2.130 -5.879
H 0.958 0.181 -3.019
H 2.726 0.270 -3.174
H 1.716 1.548 -3.778
H 3.604 0.525 -5.468
H 2.931 -0.196 -6.931
H 2.269 2.503 -5.742
H 2.911 2.216 -7.309
H 0.847 1.160 -7.997
H 0.483 2.724 -7.333
H -0.872 3.100 -5.569
H 0.124 2.196 -4.437
H -1.619 1.669 -4.744
H -1.742 1.580 -7.677
H -2.278 0.404 -6.711
H -0.999 -0.146 -7.790
H -0.671 -0.294 -4.193
C 4.062 -0.227 2.362
C 3.986 1.297 2.176
C 3.035 1.907 3.230
C 5.422 1.782 2.434
C 5.580 3.234 2.026
C 5.132 3.527 0.562
C 3.656 2.975 0.216
C 2.497 3.849 0.782
C 3.557 2.793 -1.313
N 3.667 1.602 0.735
O 2.393 1.054 0.466
H 3.053 -0.606 2.313
H 4.628 -0.642 1.597
H 4.421 -0.369 3.389
H 3.034 1.263 4.109
H 3.273 2.854 3.611
H 2.058 1.892 2.850
H 5.741 1.652 3.497
H 6.031 1.148 1.773
H 5.103 3.900 2.788
H 6.659 3.468 2.096
H 5.825 3.000 -0.076
H 5.243 4.611 0.364
H 2.444 4.000 1.842
H 1.602 3.348 0.455
H 2.654 4.798 0.222
H 2.610 2.465 -1.683
H 4.357 2.079 -1.605
H 3.750 3.759 -1.865
H 2.565 0.257 -0.074
N -1.107 0.873 -0.068
C -1.252 -0.318 -0.703
N -1.587 -1.358 0.103
O -1.158 -0.366 -1.902
H -0.866 0.764 0.939
H -0.702 1.539 -0.684
H -1.922 -2.179 -0.406
H -1.954 -1.214 1.027
C -4.810 -2.466 -4.857
C -3.855 -1.375 -4.314
C -4.564 -0.062 -4.428
O -3.512 -1.685 -2.945
H -5.026 -2.276 -5.876
H -5.716 -2.376 -4.253
H -4.295 -3.405 -4.730
H -2.941 -1.463 -4.912
H -4.924 0.081 -5.412
H -3.897 0.721 -4.130
H -5.452 -0.084 -3.795
H -2.888 -0.978 -2.764
C -4.890 -2.030 1.800
C -4.076 -2.189 3.127
C -3.768 -3.671 3.275
O -2.858 -1.494 2.896
H -5.894 -2.472 1.928
H -4.303 -2.607 1.037
H -5.064 -0.985 1.408
H -4.529 -1.652 3.962
H -4.609 -4.344 3.087
H -3.320 -3.987 4.255
H -3.078 -3.946 2.452
H -2.754 -0.777 3.571
C -0.610 -3.708 -2.456
C -1.665 -4.616 -1.957
C -1.141 -5.318 -0.673
O -2.916 -3.952 -1.643
H -0.924 -3.215 -3.401
H 0.284 -4.328 -2.717
H -0.227 -2.932 -1.771
H -1.897 -5.416 -2.702
H -0.128 -5.681 -0.798
H -1.784 -6.113 -0.181
H -0.941 -4.485 0.099
H -3.005 -3.226 -2.323
```

Values from the calculation:
ΔE to the lowest compared entry with this formula, charge and spin   50.7 kJ/mol
SMILES   CC1(C)CCCC(C)(C)N1O.CC1(C)CCCC(C)(C)N1O.CC1(C)CCCC(C)(C)N1O.NC(N)=O.CC(C)O.CC(C)O.CC(C)O
DFT total energy   -61526.9322 eV
Gap between HOMO and LUMO   8.70 eV
Lowest unoccupied orbital energy   0.4902 eV
Molar mass   712.11 g mol⁻¹

[4]
ORCA calculation (ωB97M-V/def2-TZVPD) on a cluster of 2 separate species, C6H9IO3Si in total.

Geometry as XYZ:
```
20
Properties=species:S:1:pos:R:3
O 1.935 1.176 1.936
Si 1.274 1.512 0.598
O 1.373 2.992 -0.206
C 0.109 0.386 -0.292
C -0.133 -0.803 0.188
C -0.980 -1.727 -0.707
C -2.088 -0.975 -1.500
C -1.452 0.301 -2.033
C -0.389 0.899 -1.550
H 1.698 3.721 0.344
H 0.394 -1.322 0.999
H -0.261 -1.934 -1.573
H -1.305 -2.579 -0.110
H -2.924 -0.557 -0.940
H -2.434 -1.603 -2.388
H -2.037 0.647 -2.848
H -0.072 1.853 -1.901
O 2.103 -0.223 4.368
I 3.334 -1.808 4.130
H 1.856 0.043 3.482
```

Values from the calculation:
ΔE to the lowest compared entry with this formula, charge and spin   87.3 kJ/mol
SMILES   O=[Si](O)C1=CCCC=C1.OI
DFT total energy   -28488.2114 eV
Gap between HOMO and LUMO   8.61 eV
Lowest unoccupied orbital energy   -0.2554 eV
Molar mass   284.12 g mol⁻¹

[5]
ORCA calculation (ωB97M-V/def2-TZVPD) on an isolated molecule of C5H11NO.

Geometry as XYZ:
```
18
Properties=species:S:1:pos:R:3
C -0.276 -0.810 -2.085
C 0.235 -0.031 -0.889
C -0.862 0.933 -0.320
N -1.125 0.399 1.009
C 0.105 0.610 1.781
C 1.092 -0.507 1.333
O 0.579 -1.061 0.113
H 0.411 -1.630 -2.294
H -0.379 -0.186 -2.980
H -1.272 -1.224 -1.875
H 1.175 0.494 -1.076
H -1.792 0.958 -0.910
H -0.543 1.984 -0.264
H -0.986 -0.618 0.787
H 0.530 1.599 1.569
H -0.154 0.571 2.843
H 2.127 -0.188 1.156
H 1.136 -1.293 2.103
```

Values from the calculation:
ΔE to the lowest compared entry with this formula, charge and spin   195.3 kJ/mol
SMILES   C[C@H]1CNCCO1
DFT total energy   -8899.6727 eV
Gap between HOMO and LUMO   10.13 eV
Lowest unoccupied orbital energy   1.1463 eV
Molar mass   101.15 g mol⁻¹

[6]
ORCA calculation (ωB97M-V/def2-TZVPD) on a cluster of 6 separate species, C30H51BClFN3O14S in total.

Geometry as XYZ:
```
102
Properties=species:S:1:pos:R:3
O 7.338 -0.867 2.919
N 6.118 -0.901 2.881
O 5.697 -0.698 1.591
C 5.545 0.753 1.409
C 4.010 1.254 1.094
C 3.764 2.082 -0.328
C 2.182 2.552 -0.588
F 1.865 3.274 -1.872
C 1.004 2.215 0.546
B -0.525 2.740 0.129
O -1.491 1.818 -0.565
O -1.017 4.125 0.361
N 1.302 1.450 1.853
C 0.211 1.155 2.895
C -0.621 -0.246 2.523
C -0.685 -1.292 3.826
Cl -2.455 -1.862 4.168
C 2.729 0.964 2.130
N 3.116 0.152 3.384
C 2.889 -1.198 3.086
S 2.991 -2.736 2.291
H 6.293 1.119 0.560
H 5.902 1.315 2.397
H 4.642 2.304 -1.070
H -2.163 2.446 -1.010
H -0.552 4.553 1.140
H -0.520 2.077 3.060
H 0.670 0.942 3.977
H -0.001 -0.843 1.696
H -1.720 -0.044 2.167
H 0.013 -2.241 3.650
H -0.327 -0.800 4.826
O -4.143 2.728 -0.369
C -4.816 1.698 -0.391
O -5.387 1.279 -1.541
C -6.029 0.003 -1.717
C -7.475 0.059 -1.264
C -5.092 0.941 0.875
H -5.463 -0.793 -1.225
H -5.998 -0.214 -2.790
H -7.555 0.290 -0.198
H -7.974 -0.897 -1.449
H -8.014 0.847 -1.800
H -5.933 1.405 1.394
H -4.201 0.992 1.510
H -5.293 -0.117 0.720
O -5.990 -3.236 0.738
C -5.309 -4.047 0.112
O -3.988 -3.833 -0.073
C -3.073 -4.800 -0.621
C -3.080 -4.751 -2.137
C -5.950 -5.239 -0.538
H -3.277 -5.800 -0.230
H -2.077 -4.523 -0.259
H -4.062 -5.004 -2.544
H -2.344 -5.448 -2.548
H -2.843 -3.741 -2.488
H -6.368 -4.941 -1.502
H -6.755 -5.596 0.112
H -5.274 -6.081 -0.675
O 4.881 -5.105 5.824
C 5.580 -4.250 6.368
O 5.811 -4.301 7.697
C 6.757 -3.470 8.394
C 6.135 -2.137 8.765
C 6.110 -3.087 5.582
H 7.682 -3.360 7.821
H 7.025 -4.007 9.310
H 5.836 -1.572 7.879
H 6.840 -1.531 9.341
H 5.231 -2.291 9.363
H 5.336 -2.319 5.512
H 6.366 -3.435 4.576
H 7.020 -2.655 5.995
O -8.619 0.765 -7.246
C -7.920 1.620 -6.702
O -7.689 1.569 -5.373
C -6.743 2.400 -4.676
C -7.365 3.733 -4.305
C -7.390 2.784 -7.488
H -5.818 2.511 -5.250
H -6.475 1.863 -3.760
H -7.664 4.299 -5.191
H -6.660 4.339 -3.729
H -8.269 3.580 -3.708
H -8.164 3.552 -7.558
H -7.134 2.435 -8.494
H -6.480 3.215 -7.076
O 7.639 2.198 -1.255
C 7.365 2.468 -2.424
O 7.641 1.589 -3.411
C 7.195 1.723 -4.773
C 8.148 2.594 -5.569
C 6.810 3.815 -2.785
H 6.162 2.079 -4.816
H 7.192 0.715 -5.199
H 8.197 3.610 -5.168
H 7.836 2.650 -6.616
H 9.164 2.188 -5.525
H 7.631 4.529 -2.878
H 6.137 4.139 -1.984
H 6.217 3.816 -3.698
```

Values from the calculation:
DFT total energy   -91803.7446 eV
Gap between HOMO and LUMO   6.05 eV
Lowest unoccupied orbital energy   -5.2312 eV
Charge   +1
Molar mass   775.08 g mol⁻¹

[7]
ORCA calculation (ωB97M-V/def2-TZVPD) on an isolated molecule of C4H8N2OS.

Geometry as XYZ:
```
16
Properties=species:S:1:pos:R:3
S 3.420 -0.663 0.076
N 2.778 0.873 -0.156
C 1.554 1.201 -0.077
N 0.434 0.426 0.247
C -0.886 1.012 -0.012
C -1.816 -0.212 0.097
C -0.835 -1.392 -0.005
O 0.392 -0.820 -0.463
H 2.334 -1.434 0.201
H 1.324 2.241 -0.214
H -0.923 1.460 -0.992
H -1.081 1.779 0.748
H -2.367 -0.228 1.036
H -2.552 -0.224 -0.725
H -0.664 -1.873 0.981
H -1.112 -2.146 -0.742
```

Values from the calculation:
ΔE to the lowest compared entry with this formula, charge and spin   281.8 kJ/mol
SMILES   S/N=C\N1CCCO1
DFT total energy   -20137.9136 eV
Gap between HOMO and LUMO   9.03 eV
Lowest unoccupied orbital energy   0.8244 eV
Molar mass   132.19 g mol⁻¹

[8]
ORCA calculation (ωB97M-V/def2-TZVPD) on a cluster of 2 separate species, C3H4S2 in total.

Geometry as XYZ:
```
9
Properties=species:S:1:pos:R:3
C 1.720 -0.653 -0.461
C 0.676 -0.298 -0.012
C -0.652 0.172 0.352
S -1.960 -0.866 -0.207
S -0.779 1.898 -0.166
H 2.577 -1.174 -0.913
H -0.572 0.132 1.905
H -1.234 -1.846 -1.004
H 0.224 2.636 0.506
```

Values from the calculation:
ΔE to the lowest compared entry with this formula, charge and spin   370.1 kJ/mol
DFT total energy   -24841.8050 eV
Gap between HOMO and LUMO   9.45 eV
Lowest unoccupied orbital energy   0.3401 eV
Molar mass   104.20 g mol⁻¹

[9]
ORCA calculation (ωB97M-V/def2-TZVPD) on an isolated molecule of C6H6S.

Geometry as XYZ:
```
13
Properties=species:S:1:pos:R:3
C 0.680 1.171 1.174
C 0.028 0.196 0.294
C 0.323 -0.395 -0.879
C -0.513 -1.539 -1.141
C -1.461 -1.718 -0.196
C -1.355 -0.748 0.795
S -2.042 -0.580 2.252
H 1.714 0.675 1.338
H 0.097 1.078 2.038
H 0.578 2.178 0.906
H 1.251 -0.112 -1.388
H -0.438 -2.108 -2.037
H -2.168 -2.536 -0.157
```

Values from the calculation:
ΔE to the lowest compared entry with this formula, charge and spin   240.1 kJ/mol
SMILES   CC1=CC=CC1=S
DFT total energy   -17151.9187 eV
Gap between HOMO and LUMO   7.40 eV
Lowest unoccupied orbital energy   -1.2832 eV
Molar mass   110.18 g mol⁻¹

no.,HOMO (eV)
1,-9.030
2,-8.861
3,-8.213
4,-8.870
5,-8.982
6,-11.281
7,-8.210
8,-9.109
9,-8.678